DFT (ωB97M-V/def2-TZVPD) results for a 3-piece molecular cluster, C25H24F25N3O7S2 overall in a non-equilibrium geometry.

Cartesian coordinates (Å):
C  -0.705462  4.792017  2.730223
C  0.007717  3.876564  2.436472
N  0.932932  2.990615  1.928059
C  2.097921  2.735636  2.700397
C  2.607098  3.598292  3.599531
C  0.704709  2.385448  0.777803
N  -0.540555  2.613804  0.154151
O  -0.205573  3.291891  -1.060568
C  -1.200968  1.327421  -0.190305
C  -2.546616  1.157438  0.517294
C  -3.412569  2.417289  0.568736
C  -4.020472  2.803053  -0.774814
F  -4.594040  1.673754  -1.287261
F  -3.105089  3.189680  -1.684438
C  -5.199858  3.816023  -0.687392
F  -5.988795  3.534886  0.343125
F  -5.954813  3.673671  -1.786548
S  -4.712297  5.646552  -0.633144
F  -3.253622  5.308686  -0.082754
F  -5.199123  5.778501  0.889235
F  -6.180081  6.058762  -1.089647
F  -4.224711  5.589737  -2.129382
F  -4.321446  7.180276  -0.599703
C  -0.284330  0.119595  -0.004830
C  -0.338089  -0.430449  1.416095
O  -0.816218  -1.558908  1.582345
O  0.093557  0.360753  2.303777
C  1.167928  0.404359  -0.455106
S  1.248127  0.604570  -2.284876
N  1.686940  1.566737  0.285802
C  2.800371  2.271916  -0.354008
C  3.981538  1.329174  -0.594840
O  4.154492  0.327093  0.024983
O  4.835992  1.714041  -1.564620
H  -1.399860  5.461749  3.183286
H  2.588189  1.793818  2.463402
H  2.696378  4.659506  3.393037
H  2.977864  3.174105  4.525384
H  0.025778  4.194732  -0.801007
H  -1.415951  1.400945  -1.259071
H  -2.412863  0.826259  1.550426
H  -3.033581  0.328731  0.015029
H  -4.226622  2.236485  1.270680
H  -2.814910  3.236496  0.969866
H  -0.641090  -0.658065  -0.681593
H  1.754186  -0.461133  -0.154945
H  0.294748  -0.273887  -2.644416
H  2.516864  2.831918  -1.249163
H  3.185048  3.012590  0.362700
H  4.747675  2.659969  -1.736639
C  -4.082595  -3.606637  0.471337
C  -4.727793  -2.222450  0.293167
C  -6.145477  -2.019498  0.826841
F  -7.033587  -2.810145  0.194620
F  -6.516445  -0.732091  0.610345
F  -4.663176  -1.855508  -1.008252
F  -3.940978  -1.359991  0.988639
O  -4.091917  -4.477587  -0.650605
C  -5.148636  -5.322451  -0.889027
C  -5.814460  -5.017972  -2.232838
F  -6.300957  -3.761873  -2.248738
F  -6.847008  -5.870785  -2.423301
F  -6.036686  -5.319534  0.120820
F  -4.647571  -6.575991  -0.968883
H  -3.024105  -3.397435  0.635457
H  -4.429423  -4.104242  1.376765
H  -6.187188  -2.214404  1.901710
H  -5.095557  -5.131235  -3.046431
C  6.540414  -3.118987  0.764983
C  7.324021  -1.888609  0.278453
C  6.937742  -1.302159  -1.078752
F  7.151055  -2.180470  -2.081038
F  7.709010  -0.213033  -1.324858
F  8.649276  -2.153215  0.313073
F  7.092108  -0.902048  1.191325
O  7.150073  -4.389357  0.598777
C  6.989051  -5.112880  -0.559726
C  8.330190  -5.360417  -1.254581
F  8.911964  -4.194789  -1.595223
F  8.120911  -6.072457  -2.385224
F  6.092717  -4.548374  -1.386319
F  6.494372  -6.321007  -0.208055
H  6.480493  -3.000449  1.845859
H  5.510063  -3.110562  0.409586
H  5.891652  -0.990360  -1.084743
H  9.001988  -5.914104  -0.595916

Atomic forces in eV per Å
C -0.07 -0.40 0.54
C 0.34 0.35 -0.69
N 0.55 1.63 -0.56
C 0.55 -0.18 0.63
C -0.25 -0.39 -0.70
C 0.00 -1.21 0.73
N 0.19 -0.34 0.74
O 0.58 -0.16 -0.26
C -0.51 0.00 -0.50
C 0.29 0.12 0.16
C 0.20 0.06 -0.07
C -0.03 -1.09 0.85
F -0.17 0.10 -0.10
F 0.02 0.31 -0.06
C -0.29 -0.07 -0.90
F 0.18 -0.01 0.32
F 0.23 0.18 -0.15
S -0.71 0.75 0.94
F 0.10 -0.05 -0.30
F 0.21 -0.05 -0.21
F 0.26 -0.10 -0.12
F 0.10 -0.16 0.02
F -0.01 -0.15 -0.04
C 0.18 -0.20 -0.77
C -0.04 -0.55 1.10
O 0.05 0.16 -0.34
O 0.05 0.60 -0.54
C -1.32 -0.61 0.30
S 0.35 0.25 -0.26
N -0.23 0.79 -1.45
C 0.82 0.23 0.91
C -0.13 0.22 -0.22
O -0.06 -0.27 -0.01
O 0.04 0.10 0.42
H 0.02 0.10 -0.20
H -1.00 -0.59 0.70
H -1.19 0.18 0.72
H 1.19 0.09 -0.51
H -0.45 0.09 0.15
H 0.16 0.29 0.03
H 0.20 0.08 -0.07
H -0.21 0.13 -0.05
H -0.07 0.02 -0.13
H -0.10 0.05 -0.10
H -0.11 -0.08 0.17
H 0.28 0.18 -0.12
H 0.14 0.05 0.37
H -0.17 -0.34 -0.12
H -0.05 0.00 -0.08
H -0.08 -0.05 -0.29
C 0.58 -0.24 0.34
C 0.24 -0.34 -0.50
C -0.19 0.24 0.14
F 0.07 -0.06 -0.03
F 0.09 -0.02 0.01
F -0.11 0.05 0.03
F -0.23 -0.04 0.32
O -0.58 0.26 -0.23
C 0.50 0.06 0.46
C -0.10 0.02 -0.28
F 0.00 -0.01 0.07
F 0.03 -0.04 0.05
F -0.11 0.03 -0.09
F -0.06 -0.09 -0.09
H -0.02 0.09 -0.06
H -0.25 0.05 -0.06
H 0.04 -0.04 -0.01
H 0.04 -0.04 0.05
C -0.45 -0.11 0.49
C 0.38 -0.39 0.08
C -0.14 0.38 -0.24
F 0.04 -0.11 0.10
F 0.02 -0.03 0.11
F -0.02 0.03 -0.09
F -0.16 0.07 -0.05
O 0.35 0.21 -0.54
C -0.40 0.19 0.50
C 0.26 -0.09 -0.10
F -0.07 0.02 0.01
F -0.06 -0.02 0.03
F 0.09 0.00 -0.10
F 0.05 -0.11 -0.06
H 0.09 0.02 0.00
H 0.08 0.06 -0.25
H -0.01 -0.04 0.08
H -0.06 -0.02 0.04

Computed properties:
relative energy (zero: lowest compared OMol25 entry of this formula, charge and spin): 0.0 kJ/mol
LUMO energy: -1.76 eV
total charge: 0
Kohn-Sham gap: 0.253 Ha
F_max: 0.035 hartree/bohr
total energy: -4950.74704 Eh